[1]
17 unconnected molecules or ions with the total composition C76H180N6O28 at a distorted geometry, computed with ωB97M-V/def2-TZVPD.

Positions of all 290 atoms, in Å:
C1 -12.20 -23.34 7.17
C2 -10.83 -23.07 6.42
C3 -9.88 -22.39 7.43
C4 -8.48 -22.44 6.91
C5 -8.11 -23.89 6.77
C6 -9.02 -24.64 5.67
N1 -10.41 -24.39 5.96
O1 -11.18 -24.86 4.96
C7 -8.80 -24.13 4.21
C8 -8.60 -26.16 5.88
C9 -11.06 -22.14 5.24
H1 -12.73 -22.39 7.32
H2 -12.10 -23.83 8.13
H3 -12.82 -23.96 6.49
H4 -10.18 -21.30 7.56
H5 -9.93 -22.97 8.40
H6 -7.83 -21.93 7.65
H7 -8.42 -21.92 5.92
H8 -8.19 -24.57 7.61
H9 -7.09 -24.07 6.36
H10 -7.73 -23.96 4.05
H11 -9.01 -24.92 3.50
H12 -9.39 -23.21 4.10
H13 -9.03 -26.42 6.84
H14 -9.13 -26.82 5.13
H15 -7.52 -26.43 5.85
H16 -11.82 -21.45 5.56
H17 -11.47 -22.66 4.39
H18 -10.17 -21.57 4.96
H19 -11.56 -25.76 5.16
C10 -23.92 -16.75 6.81
C11 -22.45 -17.14 7.06
C12 -22.21 -17.60 8.55
C13 -22.72 -19.00 8.75
C14 -22.26 -19.94 7.65
C15 -22.51 -19.45 6.22
N2 -21.92 -18.08 6.06
O2 -22.23 -17.66 4.72
C16 -21.77 -20.40 5.24
C17 -23.97 -19.60 5.81
C18 -21.63 -15.80 6.92
H20 -24.10 -16.58 5.75
H21 -24.07 -15.77 7.30
H22 -24.61 -17.49 7.31
H23 -21.20 -17.52 8.79
H24 -22.79 -16.82 9.16
H25 -23.82 -19.02 8.76
H26 -22.33 -19.37 9.68
H27 -22.62 -20.96 7.76
H28 -21.17 -20.07 7.74
H29 -21.89 -21.44 5.51
H30 -22.03 -20.29 4.22
H31 -20.70 -20.20 5.29
H32 -24.25 -20.63 5.63
H33 -24.62 -19.36 6.64
H34 -24.19 -19.04 4.88
H35 -20.60 -15.97 7.01
H36 -22.01 -15.15 7.67
H37 -21.85 -15.36 5.97
H38 -21.31 -17.53 4.48
C19 -18.86 -20.32 1.77
C20 -17.51 -20.63 1.09
C21 -16.54 -21.05 2.20
C22 -15.18 -21.43 1.63
C23 -15.42 -22.67 0.75
C24 -16.48 -22.52 -0.35
N3 -17.74 -21.90 0.28
O3 -18.71 -21.69 -0.72
C25 -15.90 -21.61 -1.41
C26 -16.94 -23.83 -0.94
C27 -17.12 -19.37 0.30
H39 -18.92 -19.34 2.37
H40 -19.14 -21.11 2.52
H41 -19.70 -20.35 1.08
H42 -16.46 -20.24 2.93
H43 -16.99 -21.90 2.72
H44 -14.47 -21.60 2.49
H45 -14.76 -20.59 1.04
H46 -15.50 -23.56 1.35
H47 -14.48 -22.84 0.23
H48 -15.35 -22.13 -2.14
H49 -16.62 -21.04 -1.97
H50 -15.23 -20.92 -0.90
H51 -16.24 -24.28 -1.66
H52 -17.05 -24.53 -0.15
H53 -17.91 -23.70 -1.45
H54 -17.91 -18.95 -0.29
H55 -16.36 -19.56 -0.46
H56 -16.69 -18.59 0.95
H57 -18.41 -20.97 -1.24
C28 -15.31 -19.98 9.34
C29 -15.79 -19.61 10.70
C30 -14.84 -18.58 11.35
C31 -15.52 -17.72 12.48
C32 -16.64 -16.89 11.84
C33 -17.77 -17.85 11.34
N4 -17.12 -18.82 10.40
O4 -18.11 -19.71 9.98
C34 -18.48 -18.53 12.54
C35 -18.75 -16.96 10.50
C36 -15.99 -20.83 11.55
H58 -15.12 -19.11 8.72
H59 -16.03 -20.61 8.85
H60 -14.40 -20.59 9.33
H61 -13.96 -19.07 11.73
H62 -14.54 -17.79 10.67
H63 -14.81 -17.04 12.95
H64 -15.96 -18.28 13.34
H65 -16.14 -16.32 11.03
H66 -17.02 -16.16 12.59
H67 -17.88 -19.29 12.99
H68 -18.70 -17.88 13.38
H69 -19.39 -18.93 12.19
H70 -19.16 -16.12 11.07
H71 -18.17 -16.52 9.68
H72 -19.56 -17.60 10.14
H73 -16.01 -20.47 12.57
H74 -15.18 -21.54 11.35
H75 -16.93 -21.32 11.31
H76 -18.49 -19.33 9.16
C37 -17.45 -22.24 5.54
C38 -17.32 -23.61 6.08
C39 -18.13 -23.84 7.38
C40 -18.24 -25.29 7.80
C41 -18.82 -26.06 6.65
C42 -17.94 -25.99 5.43
N5 -17.86 -24.53 5.06
O5 -17.01 -24.38 3.91
C43 -16.63 -26.72 5.70
C44 -18.54 -26.72 4.19
C45 -15.83 -23.83 6.47
H77 -17.68 -21.53 6.33
H78 -18.27 -22.22 4.77
H79 -16.42 -21.96 5.13
H80 -17.70 -23.26 8.23
H81 -19.10 -23.39 7.25
H82 -18.83 -25.38 8.73
H83 -17.23 -25.64 8.15
H84 -19.87 -25.80 6.44
H85 -18.87 -27.12 6.97
H86 -16.98 -27.74 5.68
H87 -15.82 -26.58 4.94
H88 -16.25 -26.55 6.68
H89 -18.85 -27.72 4.49
H90 -19.44 -26.31 3.83
H91 -17.83 -26.63 3.38
H92 -15.78 -24.65 7.24
H93 -15.50 -22.91 6.96
H94 -15.21 -24.14 5.69
H95 -17.66 -24.37 3.21
C46 -19.87 -25.17 13.43
C47 -21.17 -25.34 12.60
C48 -22.22 -24.49 13.27
C49 -22.03 -23.00 12.94
C50 -22.08 -22.83 11.43
C51 -20.98 -23.52 10.74
N6 -21.04 -24.97 11.14
O6 -20.06 -25.87 10.64
C52 -21.28 -23.32 9.27
C53 -19.59 -22.85 11.10
C54 -21.54 -26.81 12.58
H96 -19.03 -25.69 12.99
H97 -19.93 -25.58 14.44
H98 -19.56 -24.18 13.38
H99 -23.22 -24.80 12.92
H100 -22.16 -24.74 14.31
H101 -21.11 -22.56 13.41
H102 -22.85 -22.48 13.42
H103 -22.16 -21.84 10.97
H104 -23.02 -23.24 11.03
H105 -20.59 -23.89 8.62
H106 -22.29 -23.69 9.06
H107 -21.38 -22.27 8.97
H108 -18.79 -23.36 10.58
H109 -19.61 -21.82 10.81
H110 -19.51 -22.83 12.19
H111 -22.53 -27.01 12.17
H112 -21.53 -27.32 13.56
H113 -20.85 -27.33 11.98
H114 -19.23 -25.62 11.06
C55 -17.23 -32.51 3.79
C56 -17.24 -31.37 4.72
O7 -18.48 -31.43 5.42
O8 -18.14 -32.32 2.75
H115 -17.42 -33.40 4.35
H116 -16.19 -32.57 3.38
H117 -17.19 -30.52 4.06
H118 -16.37 -31.43 5.36
H119 -18.32 -31.20 6.37
H120 -18.97 -32.30 3.21
C57 -13.06 -26.83 7.35
C58 -12.98 -27.88 6.23
O9 -12.26 -27.32 5.14
O10 -13.82 -27.39 8.36
H121 -13.43 -25.88 6.90
H122 -12.06 -26.64 7.76
H123 -14.01 -28.19 5.85
H124 -12.53 -28.81 6.59
H125 -11.88 -28.09 4.62
H126 -13.76 -26.94 9.20
C59 -12.88 -25.34 2.18
C60 -13.90 -26.39 1.88
O11 -13.99 -27.47 2.82
O12 -11.56 -25.96 2.09
H127 -13.03 -24.77 3.11
H128 -12.92 -24.68 1.30
H129 -13.61 -26.85 0.94
H130 -14.85 -25.92 1.90
H131 -13.57 -27.26 3.64
H132 -11.07 -25.68 2.86
C61 -17.97 -17.74 5.15
C62 -18.23 -18.71 6.20
O13 -19.19 -18.24 7.11
O14 -19.12 -17.25 4.50
H133 -17.29 -18.24 4.38
H134 -17.47 -16.87 5.62
H135 -17.39 -18.87 6.86
H136 -18.48 -19.71 5.83
H137 -20.08 -18.16 6.64
H138 -19.35 -16.35 4.77
C63 -22.12 -29.08 8.22
C64 -21.52 -27.83 8.75
O15 -22.49 -26.86 8.88
O16 -21.12 -30.05 8.01
H139 -22.60 -28.93 7.25
H140 -22.85 -29.54 8.89
H141 -20.66 -27.48 8.16
H142 -21.05 -27.96 9.73
H143 -22.27 -26.16 9.54
H144 -21.00 -30.02 7.05
C65 -16.77 -29.19 9.38
C66 -17.87 -29.38 8.27
O17 -18.51 -30.67 8.35
O18 -16.29 -27.81 9.50
H145 -15.96 -29.86 9.20
H146 -17.14 -29.41 10.43
H147 -17.36 -29.22 7.28
H148 -18.65 -28.57 8.42
H149 -19.47 -30.47 8.43
H150 -15.55 -27.66 8.84
C67 -21.12 -23.76 3.21
C68 -20.43 -24.18 1.97
O19 -19.03 -23.77 2.10
O20 -20.67 -24.31 4.39
H151 -22.18 -24.05 3.04
H152 -21.14 -22.66 3.32
H153 -20.87 -23.62 1.18
H154 -20.37 -25.26 1.75
H155 -18.77 -23.12 1.43
H156 -19.67 -24.22 4.46
C69 -22.14 -30.13 4.05
C70 -22.87 -28.83 4.18
O21 -21.85 -27.84 3.99
O22 -21.12 -30.23 5.17
H157 -21.61 -30.17 3.04
H158 -22.78 -31.03 4.13
H159 -23.24 -28.63 5.21
H160 -23.65 -28.70 3.42
H161 -21.81 -27.13 4.66
H162 -20.34 -30.74 4.92
C71 -12.00 -29.89 2.49
C72 -13.21 -30.77 2.30
O23 -14.25 -30.38 3.16
O24 -11.80 -29.76 3.91
H163 -12.20 -28.91 2.03
H164 -11.14 -30.34 1.96
H165 -13.04 -31.82 2.57
H166 -13.53 -30.84 1.22
H167 -14.42 -29.42 3.20
H168 -12.75 -29.81 4.20
C73 -16.39 -24.60 11.05
C74 -14.98 -24.72 10.47
O25 -14.15 -25.75 10.98
O26 -17.26 -25.68 10.91
H169 -16.81 -23.67 10.56
H170 -16.35 -24.33 12.11
H171 -14.54 -23.72 10.64
H172 -15.02 -24.92 9.41
H173 -13.80 -25.72 11.90
H174 -17.05 -26.42 10.29
C75 -24.54 -24.24 6.11
C76 -24.76 -25.73 5.96
O27 -23.63 -26.54 6.35
O28 -24.40 -24.05 7.55
H175 -25.35 -23.71 5.60
H176 -23.63 -23.91 5.69
H177 -25.04 -26.00 4.95
H178 -25.49 -26.09 6.65
H179 -23.46 -26.41 7.30
H180 -25.16 -23.57 7.85

## Properties
Multiplicity: 1
Energy relative to the best compared isomer or geometry (same formula, charge and spin): 0.0 kcal/mol
Kohn-Sham gap: 8.357 eV
HOMO: -8.0 eV
Electronic energy: -147989.666 eV


[2]
13 unconnected molecules or ions with the total composition C76H66N12O27 at a distorted geometry, computed with ωB97M-V/def2-TZVPD.

Positions of all 181 atoms, in Å:
C1 -0.20 0.09 0.99
C2 -1.15 -0.12 -0.23
C3 -1.86 1.15 -0.66
O1 -1.59 1.25 -2.04
C4 -0.65 0.38 -2.41
O2 -0.17 0.18 -3.52
O3 -0.30 -0.34 -1.31
H1 0.59 0.84 0.89
H2 0.19 -0.90 1.21
H3 -0.80 0.34 1.86
H4 -1.76 -1.01 -0.12
H5 -1.53 2.05 -0.14
H6 -2.92 0.94 -0.54
C5 -3.69 6.24 2.23
C6 -2.63 5.56 2.78
C7 -2.64 4.18 2.86
C8 -3.72 3.44 2.35
C9 -4.81 4.13 1.77
C10 -4.83 5.54 1.69
N1 -3.69 1.97 2.42
O4 -2.74 1.39 3.00
O5 -4.52 1.33 1.80
H7 -3.63 7.31 2.23
H8 -1.81 6.18 3.13
H9 -1.73 3.81 3.30
H10 -5.65 3.56 1.40
H11 -5.67 6.09 1.27
C11 -1.58 4.35 -2.15
C12 -0.26 4.21 -1.82
C13 0.34 5.09 -0.94
C14 -0.46 6.02 -0.29
C15 -1.86 6.06 -0.57
C16 -2.42 5.25 -1.50
N2 0.12 7.07 0.65
O6 -0.48 8.06 0.97
O7 1.25 6.89 0.94
H12 -1.96 3.69 -2.92
H13 0.30 3.43 -2.31
H14 1.40 4.98 -0.80
H15 -2.51 6.77 -0.10
H16 -3.49 5.29 -1.66
C17 4.22 -0.89 -0.43
C18 5.42 -1.59 -0.13
C19 5.27 -2.74 0.68
C20 4.03 -3.16 1.24
C21 2.87 -2.42 0.92
C22 2.95 -1.33 0.03
N3 3.96 -4.28 2.22
O8 2.99 -4.40 2.97
O9 4.87 -5.10 2.21
H17 4.21 -0.05 -1.11
H18 6.38 -1.26 -0.50
H19 6.17 -3.29 0.93
H20 1.94 -2.77 1.34
H21 2.03 -0.84 -0.23
C23 1.59 -1.08 4.13
C24 1.43 0.28 4.04
C25 2.35 1.07 4.71
C26 3.35 0.43 5.48
C27 3.41 -0.94 5.52
C28 2.48 -1.75 4.89
N4 4.32 1.26 6.25
O10 5.42 0.76 6.47
O11 4.04 2.43 6.68
H22 0.90 -1.72 3.59
H23 0.63 0.69 3.45
H24 2.27 2.14 4.71
H25 4.18 -1.40 6.13
H26 2.52 -2.83 4.92
C29 2.12 3.58 -5.59
C30 1.93 2.49 -4.77
C31 2.47 2.48 -3.49
C32 3.20 3.56 -2.99
C33 3.39 4.68 -3.84
C34 2.92 4.61 -5.19
N5 3.55 3.59 -1.57
O12 3.26 2.58 -0.92
O13 4.18 4.57 -1.15
H27 1.75 3.62 -6.60
H28 1.32 1.69 -5.15
H29 2.41 1.55 -2.94
H30 3.86 5.58 -3.48
H31 3.15 5.44 -5.85
C35 -3.35 -3.69 4.94
C36 -3.06 -2.52 4.26
C37 -2.09 -1.60 4.63
C38 -1.45 -1.86 5.81
C39 -1.70 -3.12 6.48
C40 -2.62 -4.03 6.04
N6 -0.59 -0.80 6.47
O14 -0.75 0.38 6.16
O15 0.26 -1.22 7.27
H32 -4.16 -4.29 4.56
H33 -3.66 -2.42 3.36
H34 -1.81 -0.83 3.93
H35 -1.13 -3.27 7.39
H36 -2.76 -4.91 6.64
C41 -1.90 -7.39 5.01
C42 -2.79 -7.21 3.98
C43 -2.56 -6.27 2.97
C44 -1.45 -5.44 3.01
C45 -0.53 -5.63 4.04
C46 -0.76 -6.62 5.01
N7 -1.27 -4.35 2.00
O16 -1.86 -4.33 0.90
O17 -0.46 -3.49 2.27
H37 -2.14 -8.11 5.78
H38 -3.65 -7.86 4.02
H39 -3.35 -6.08 2.27
H40 0.33 -4.98 4.09
H41 -0.03 -6.74 5.80
C47 -1.32 -3.60 -2.42
C48 -0.10 -4.20 -2.32
C49 0.58 -4.48 -3.56
C50 -0.03 -4.18 -4.81
C51 -1.33 -3.60 -4.81
C52 -1.89 -3.16 -3.59
N8 0.68 -4.48 -6.09
O18 1.93 -4.64 -6.00
O19 0.08 -4.46 -7.18
H42 -1.85 -3.44 -1.50
H43 0.31 -4.55 -1.39
H44 1.51 -5.03 -3.55
H45 -1.85 -3.49 -5.75
H46 -2.90 -2.78 -3.60
C53 4.24 -1.00 -5.12
C54 3.23 -1.30 -4.21
C55 3.39 -2.37 -3.39
C56 4.61 -3.06 -3.31
C57 5.59 -2.79 -4.24
C58 5.42 -1.70 -5.09
N9 4.83 -4.19 -2.33
O20 5.95 -4.62 -2.12
O21 3.77 -4.52 -1.71
H47 4.09 -0.26 -5.89
H48 2.33 -0.69 -4.29
H49 2.59 -2.75 -2.76
H50 6.50 -3.36 -4.30
H51 6.20 -1.48 -5.81
C59 -5.44 -2.88 -3.07
C60 -5.40 -1.60 -2.52
C61 -5.15 -1.49 -1.14
C62 -4.97 -2.67 -0.38
C63 -5.10 -3.93 -0.98
C64 -5.37 -4.07 -2.36
N10 -4.52 -2.53 1.02
O22 -4.97 -3.34 1.82
O23 -3.84 -1.54 1.34
H52 -5.74 -2.90 -4.10
H53 -5.47 -0.75 -3.19
H54 -4.97 -0.55 -0.65
H55 -4.92 -4.76 -0.31
H56 -5.30 -5.09 -2.70
C65 -3.00 3.86 -7.57
C66 -2.05 3.22 -6.66
C67 -2.48 2.09 -5.98
C68 -3.71 1.53 -6.18
C69 -4.66 2.18 -6.96
C70 -4.27 3.35 -7.66
N11 -3.96 0.18 -5.66
O24 -3.28 -0.47 -4.90
O25 -4.92 -0.40 -6.17
H57 -2.75 4.78 -8.08
H58 -1.04 3.61 -6.67
H59 -1.72 1.62 -5.37
H60 -5.59 1.69 -7.19
H61 -5.04 3.82 -8.26
C71 5.65 4.04 4.28
C72 5.33 3.36 3.14
C73 4.03 3.45 2.62
C74 3.03 4.21 3.33
C75 3.40 4.84 4.54
C76 4.69 4.78 5.00
N12 1.59 4.29 2.88
O26 1.30 3.55 1.94
O27 0.80 4.96 3.47
H62 6.63 3.99 4.73
H63 6.12 2.88 2.58
H64 3.92 2.97 1.67
H65 2.71 5.36 5.18
H66 5.01 5.22 5.93

## Properties
Multiplicity: 1
Kohn-Sham gap: 8.256 eV
HOMO: -9.4 eV
Electronic energy: -153011.141 eV